No. 1
C4H10IN2S | wB97M-V/def2-TZVPD

Results
energy relative to the best compared isomer or geometry (same formula, charge and spin): 58.0 kcal per mole
total charge: +1
HOMO-LUMO gap: 8.7 eV

```
18
Properties=species:S:1:pos:R:3:forces:R:3
I 3.37572 0.60964 0.19664 0.6 -0.3 0.1
S -0.28522 -2.08035 -0.37554 0.2 1.1 0.8
N 1.71687 -0.32160 -0.47896 -3.0 2.9 1.0
N -0.29791 0.95575 -0.63934 -2.5 0.5 -1.5
C 1.45766 -1.66061 -0.28871 2.1 -4.1 2.6
C -0.60479 -0.83922 0.95108 -0.4 0.4 1.1
C 0.21242 0.43679 0.60156 3.1 -3.3 -0.9
C -1.70064 1.49410 -0.44262 -0.2 -2.3 2.5
H -1.62061 2.12146 0.42266 -0.2 0.3 0.6
H 0.17975 1.69192 -1.17972 0.7 -0.4 0.9
H -1.69399 -0.61828 0.88477 0.8 -0.2 0.2
H -0.44495 -1.27087 2.00434 0.2 0.8 -1.7
H -0.25693 0.10597 -1.27992 -0.3 0.8 0.5
H -2.50495 0.72147 -0.27200 1.3 0.6 -0.2
H 1.97721 -2.08038 0.70387 -1.5 0.7 -1.6
H 0.67723 1.06690 1.40252 -0.8 -0.3 -1.1
H -2.02289 2.07027 -1.20238 -0.6 1.9 -3.0
H 1.83600 -2.40298 -1.00825 0.5 0.8 -0.5
```
Positions in Å, forces in eV/Å.

No. 2
C5H14 | wB97M-V/def2-TZVPD

Results
energy relative to the best compared isomer or geometry (same formula, charge and spin): 41.5 kcal per mole
structure (SMILES): CCC.CC
HOMO-LUMO gap: 12.2 eV

```
19
Properties=species:S:1:pos:R:3:forces:R:3
C -0.29158 1.69281 2.51688 2.1 -0.3 1.0
C 0.36104 0.20489 -2.98296 3.6 -1.5 0.8
C 0.36037 -1.89862 -1.19844 -4.7 1.6 0.1
C 0.04557 -0.32370 -1.49920 -2.5 -0.1 -0.7
C -0.43093 0.26013 3.01827 0.7 -1.1 -1.8
H 0.41297 0.33479 -0.65263 0.1 -0.9 -1.1
H -0.23775 -2.71942 -1.75497 1.4 1.7 -0.1
H 1.37855 -1.95241 -1.19480 2.7 -1.0 0.0
H 0.30905 -0.15030 3.73538 0.0 0.8 -0.6
H 0.49831 -0.66781 -3.67951 -0.3 0.8 0.7
H -0.24231 -0.24254 1.99507 -0.8 -0.5 2.0
H -0.37408 0.81806 -3.34686 -2.3 1.2 -0.8
H 0.26434 2.35369 3.15414 0.5 0.2 0.6
H 0.20888 1.73309 1.56658 0.4 -0.1 -0.4
H -0.10268 -2.06977 -0.20978 0.9 0.2 0.1
H -1.16103 2.21134 2.37787 -2.7 0.9 -0.4
H 1.28708 0.87772 -3.18764 -1.0 -1.4 1.0
H -1.38030 0.00334 3.49190 -0.2 0.1 -0.6
H -1.12784 -0.14284 -1.42211 2.2 -0.7 0.0
```
Positions in Å, forces in eV/Å.

No. 3
C9H15IN4Pb | wB97M-V/def2-TZVPD

Results
HOMO-LUMO gap: 5.7 eV

```
30
Properties=species:S:1:pos:R:3:forces:R:3
Pb -0.80594 -0.07893 -0.81151 -0.2 0.0 -5.9
I -3.18377 -0.19917 0.55174 -1.3 -0.1 1.2
N 0.85511 1.69121 2.55113 0.5 1.5 1.3
N -0.06303 1.41269 0.62613 0.9 -1.5 1.8
N 1.21491 -1.48697 2.52528 0.9 -1.3 1.4
N 0.21885 -1.41036 0.62270 0.4 1.3 1.6
C 1.21258 -0.02524 -1.90465 -0.2 -0.1 1.2
C -0.10788 2.73932 0.84525 0.1 -0.9 -0.1
C 0.46233 2.94140 2.03834 0.6 -0.4 1.2
C 0.49643 -2.71834 0.82397 -0.3 1.0 -0.2
C -1.39801 1.41810 -2.31171 -0.6 0.8 1.1
C 0.66171 -0.67014 1.65286 -0.8 -0.8 -1.8
C 0.51747 0.77481 1.66617 -1.2 0.9 -2.2
C 1.11502 -2.78788 2.00617 0.6 0.4 1.3
C -1.39237 -1.56008 -2.31448 -0.3 -0.7 0.9
H -2.38772 -1.20326 -2.52496 -0.3 -0.5 -0.4
H 1.64535 -1.20744 3.41048 -0.3 -0.5 -0.6
H 0.60293 3.84976 2.54348 0.3 0.7 0.8
H 0.21842 -3.45667 0.09524 0.0 -0.2 0.1
H -0.55672 3.39254 0.12598 0.0 0.3 0.0
H 1.47608 -1.07499 -1.92515 0.6 0.0 -0.3
H -1.42302 0.87383 -3.24142 0.0 0.1 -0.2
H 1.81572 0.58362 -1.24413 0.8 0.1 -0.3
H -1.34568 -2.44349 -1.69676 -0.3 -0.9 -0.6
H -0.61302 2.15084 -2.21532 -0.1 0.7 -0.4
H 1.48510 -3.63620 2.50273 0.5 -0.6 0.7
H 0.97980 0.41618 -2.86685 0.3 0.0 0.0
H -2.35781 1.67187 -1.87444 -0.3 0.7 -0.7
H 1.31712 1.51896 3.44525 -0.3 0.4 -0.5
H -0.65992 -1.47597 -3.10153 0.0 -0.2 -0.2
```
Positions in Å, forces in eV/Å.

No. 4
C7H7NOS2 | wB97M-V/def2-TZVPD

Results
energy relative to the best compared isomer or geometry (same formula, charge and spin): 83.6 kcal per mole
HOMO-LUMO gap: 8.0 eV

```
18
Properties=species:S:1:pos:R:3:forces:R:3
S 2.74986 -2.05129 0.26596 -1.1 0.0 0.9
S 2.03785 1.03768 0.59353 -0.3 -1.4 1.0
O 2.23471 1.85588 -0.57318 0.6 0.7 -1.1
N 1.82678 -0.61773 0.27663 0.2 1.8 -0.2
C -2.31766 -0.05180 0.55788 1.9 -0.4 -1.3
C 0.07192 0.43345 -2.08732 1.1 0.7 1.4
C -0.30806 0.19792 -0.81648 -0.5 -0.7 -1.0
C 0.52887 -0.03237 0.37121 -0.7 -1.2 1.7
C -1.76604 0.06164 -0.66779 1.1 0.7 2.0
C -0.17745 -0.27299 1.71371 -0.8 1.1 -2.6
C -1.51597 -0.17924 1.77240 -0.5 0.0 0.9
H -3.34625 -0.12844 0.59441 -2.1 0.1 0.5
H -2.28098 0.36531 -1.54962 -0.9 -0.5 -0.4
H 1.08071 0.81464 -2.34116 -0.8 -0.8 -0.2
H 0.56618 -0.23462 2.45141 0.3 -0.3 1.7
H 3.55858 -1.48332 -0.56584 1.1 0.0 -1.2
H -0.80212 0.40132 -2.70014 0.3 0.4 -1.3
H -2.14094 -0.11606 2.70440 1.2 -0.4 -0.7
```
Positions in Å, forces in eV/Å.

No. 5
C6H17NO | wB97M-V/def2-TZVPD

Results
energy relative to the best compared isomer or geometry (same formula, charge and spin): 25.2 kcal per mole
structure (SMILES): CCCNC(C)C.O
HOMO-LUMO gap: 9.2 eV

```
25
Properties=species:S:1:pos:R:3:forces:R:3
O -0.56624 1.03026 -2.38809 0.8 0.4 -0.6
N 0.51061 -0.19081 1.05162 -0.4 0.5 -1.0
C 1.89934 -2.09222 0.76428 -0.4 0.0 -0.7
C -0.95519 1.92089 0.92078 0.8 -0.1 -0.3
C 0.43147 1.27300 0.83717 0.5 -0.5 0.4
C 1.08922 -1.03156 -0.01566 -0.7 -1.8 1.0
C -2.01630 1.14633 0.16338 -1.6 0.6 0.5
C 0.03591 -1.79878 -0.85956 0.4 0.9 0.1
H 0.53249 -2.66900 -1.28937 -0.3 0.0 -0.1
H 1.26784 -2.58719 1.50385 -0.2 0.4 0.2
H -1.87578 0.96953 -0.90509 0.5 -0.3 0.7
H 2.18517 -2.93184 0.12178 0.7 0.4 0.0
H 1.73110 -0.49257 -0.70312 0.3 0.4 0.2
H -0.40748 -0.57709 1.20420 -0.2 0.2 0.3
H -2.93966 1.73462 0.16899 -0.1 0.2 0.2
H 1.08182 1.65404 1.62504 0.0 0.7 -0.2
H 0.88769 1.52871 -0.12203 0.1 0.0 0.0
H -0.33102 1.91884 -2.68764 -0.3 -0.1 -0.1
H -0.79641 -2.08681 -0.21441 0.0 -0.2 -0.1
H -0.87218 2.93743 0.52802 0.1 0.0 -0.1
H -0.34718 -1.15622 -1.65374 -0.2 -0.3 0.0
H 0.27401 0.71768 -2.02570 -0.2 -0.1 0.0
H 2.68964 -1.55427 1.27517 0.4 -0.5 0.1
H -1.19245 2.07404 1.97228 -0.4 -0.3 0.1
H -2.31640 0.26299 0.72783 0.2 -0.4 -0.3
```
Positions in Å, forces in eV/Å.

No. 6
C2H3N3O | wB97M-V/def2-TZVPD

Results
energy relative to the best compared isomer or geometry (same formula, charge and spin): 54.2 kcal per mole
HOMO-LUMO gap: 8.8 eV

```
9
Properties=species:S:1:pos:R:3:forces:R:3
O -0.09415 -1.36184 0.55849 -2.1 1.2 -0.7
N -0.38091 0.63391 -0.49254 0.3 0.9 0.1
N -1.91987 -0.84528 0.30562 1.4 -0.3 0.6
N 1.73539 -0.00822 -0.04284 0.0 -0.3 0.1
C 0.41214 -0.31000 0.02946 -0.2 0.7 -0.2
C -1.64338 0.30693 -0.21181 0.6 -0.7 0.0
H 2.41934 -0.45554 0.54070 -0.2 -0.2 0.0
H 1.89095 0.96532 -0.27280 0.1 -0.3 0.0
H -2.41950 1.07472 -0.41428 0.1 -1.0 0.1
```
Positions in Å, forces in eV/Å.

No. 7
C4H13NOS2 | wB97M-V/def2-TZVPD

Results
2S+1: 2
energy relative to the best compared isomer or geometry (same formula, charge and spin): 12.3 kcal per mole
total charge: -1
expectation value of S²: 0.75
HOMO-LUMO gap (spin up / spin down): 2.6 / 8.4 eV

```
21
Properties=species:S:1:pos:R:3:forces:R:3
S -0.89069 -0.17200 1.30266 -0.9 -0.4 2.0
S 0.08581 0.17668 -0.46110 0.4 0.9 -1.4
O -1.19596 -4.64237 -3.72130 -0.5 -0.8 -0.6
N -2.16631 2.72199 0.97813 0.6 0.9 0.5
C -0.67946 1.30152 2.34352 0.0 1.0 2.0
C 2.04810 -1.43075 -1.30096 2.0 0.1 1.5
C 1.74803 -0.45006 -0.14675 -0.3 -0.8 -0.7
C -0.88248 2.64366 1.66659 1.1 1.0 -1.1
H -0.74533 3.58180 2.24747 -0.3 -0.9 1.0
H 1.77646 -0.98902 0.79333 -0.3 -0.1 0.3
H 2.45375 0.36898 -0.07581 0.2 0.1 -0.2
H -0.71895 -4.21012 -3.00827 -0.1 0.7 -0.4
H -2.06138 2.83551 -0.01459 -0.3 -0.6 -0.1
H 1.42994 -2.32096 -1.26807 -0.8 0.4 -0.6
H 2.16208 -0.85665 -2.21382 -0.5 -0.5 -0.4
H -2.77612 1.98838 1.29215 -0.1 -0.3 -0.6
H 0.24496 1.31550 2.96594 -0.1 -0.2 -0.8
H -1.43768 1.29418 3.15320 -0.1 -0.6 -0.5
H -1.42443 -4.06655 -4.47429 0.6 0.1 1.1
H 3.02383 -1.90578 -1.08046 0.2 0.4 -0.2
H 0.00582 2.81606 1.02242 -0.7 -0.5 -0.7
```
Positions in Å, forces in eV/Å.

No. 8
F2H2N2O | wB97M-V/def2-TZVPD

Results
2S+1: 3
energy relative to the best compared isomer or geometry (same formula, charge and spin): 11.0 kcal per mole
expectation value of S²: 2.01
HOMO-LUMO gap (spin up / spin down): 9.8 / 7.2 eV

```
7
Properties=species:S:1:pos:R:3:forces:R:3
F -2.22463 1.08763 -2.83433 -0.9 -0.2 -0.6
F 1.24366 0.36367 0.82425 -0.1 -0.7 0.6
O -1.10110 1.20138 -1.02066 5.6 1.2 2.8
N -2.15806 0.95406 -1.32877 -4.7 -1.0 -2.3
N 1.40979 -1.04037 0.97849 2.2 -1.2 2.7
H 0.64461 -1.38860 1.58068 -0.5 0.9 -0.7
H 2.18573 -1.17778 1.80032 -1.6 1.0 -2.6
```
Positions in Å, forces in eV/Å.